Here is a 3-piece molecular cluster, C4H8O2 overall from the OMol25 dataset. Energies are from ωB97M-V/def2-TZVPD.

Each line ends with the Mulliken charge.
CARTESIAN COORDINATES (ANGSTROEM)
O  0.06766  -1.67288  -1.22618  -0.6926
C  -0.40231  -0.71907  -0.46158  0.5245
C  0.56144  -0.19066  0.50342  -0.5721
C  0.09890  1.13514  1.06988  -0.3875
O  -0.82461  1.56375  0.06983  -0.3683
C  -0.56535  0.74703  -1.06553  -0.4955
H  0.64914  -2.31938  0.08281  0.0416
H  -1.38911  -0.87407  0.02117  0.2669
H  1.61683  -0.31909  0.27349  0.4037
H  0.80048  -2.06830  0.87694  0.0835
H  0.92610  1.85106  1.16961  0.2916
H  -0.41387  1.05557  2.03541  0.2583
H  -1.44345  0.75046  -1.71211  0.3222
H  0.31816  1.06045  -1.63718  0.3238

Output
Total energy ... -307.4764 Ha
ΔE to the lowest compared entry with this formula, charge and spin ... 6.422 eV
Maximum force ... 0.32 eV/Å
Highest occupied orbital energy (spin up / spin down) ... -9.35 / -9.35 eV
E_LUMO (spin up / spin down) ... -1.3441 / -1.3455 eV
Spin multiplicity ... 1